# 1
CH8N3O | the ωB97M-V functional and the def2-TZVPD basis

## Properties
total charge: +1
maximum force: 0.0646 hartree/bohr
gap between HOMO and LUMO: 0.4230 Eh

Cartesian coordinates (Å):
1 O 1.906 1.687 0.941
2 N 0.279 -1.050 0.569
3 N -1.367 -1.557 -1.057
4 N -0.423 0.587 -0.771
5 C -0.443 -0.748 -0.528
6 H 0.912 -0.312 0.856
7 H -0.930 1.034 -1.515
8 H -1.863 -2.152 -0.411
9 H 2.124 2.560 0.596
10 H -1.814 -1.276 -1.917
11 H 2.076 1.687 1.885
12 H -0.258 -1.540 1.272
13 H -0.200 1.079 0.080

# 2
CH8N3O2P | the ωB97M-V functional and the def2-TZVPD basis

## Properties
maximum force: 0.0645 hartree/bohr
gap between HOMO and LUMO: 0.3840 Eh
SMILES string: NP(N)(=O)O.C=N

Cartesian coordinates (Å):
1 P -1.376 0.201 0.073
2 O -2.704 -0.369 0.316
3 O -0.320 -1.026 0.028
4 N -0.769 1.236 1.192
5 N -1.231 0.945 -1.416
6 N 2.148 -0.533 1.038
7 C 2.222 -0.796 -0.184
8 H -1.452 1.570 1.798
9 H -0.584 -1.878 -0.317
10 H 2.705 0.011 -0.763
11 H -1.630 0.425 -2.224
12 H -0.401 1.389 -1.698
13 H 0.229 1.632 1.320
14 H 1.498 -1.205 1.588
15 H 1.666 -1.603 -0.750

# 3
CH8N3O2P | the ωB97M-V functional and the def2-TZVPD basis

## Properties
maximum force: 0.0601 hartree/bohr
gap between HOMO and LUMO: 0.3919 Eh
SMILES string: NP(N)(=O)O.C=N

Cartesian coordinates (Å):
1 P -0.706 1.431 -0.032
2 O -1.390 0.072 -0.545
3 O -1.787 2.413 0.196
4 N 0.437 1.914 -1.237
5 N 0.668 -1.689 -0.126
6 N 0.248 1.067 1.330
7 C 1.010 -2.881 0.084
8 H -2.286 0.230 -0.962
9 H 2.048 -3.124 0.088
10 H 0.572 2.901 -1.221
11 H 1.263 1.477 -1.543
12 H 0.221 0.011 1.309
13 H -0.297 1.385 2.100
14 H -0.302 -1.471 0.026
15 H 0.299 -3.735 0.535

# 4
CH8N3O2P | the ωB97M-V functional and the def2-TZVPD basis

## Properties
maximum force: 0.0787 hartree/bohr
gap between HOMO and LUMO: 0.3887 Eh
SMILES string: NP(N)(=O)O.C=N

Cartesian coordinates (Å):
1 P -1.335 -0.296 -0.076
2 O -2.989 -0.674 -0.394
3 O -1.113 1.146 0.116
4 N -0.602 -1.084 -1.310
5 N 2.107 1.076 -0.483
6 N -0.887 -1.197 1.242
7 C 2.870 1.439 0.446
8 H -1.031 -1.921 -1.560
9 H -0.766 -2.194 1.154
10 H 2.766 2.216 1.298
11 H 1.229 1.439 -0.372
12 H 3.859 1.007 0.514
13 H -3.461 0.155 -0.461
14 H -0.425 -0.522 2.018
15 H -0.221 -0.591 -2.132

# 5
CH8N3O3P | the ωB97M-V functional and the def2-TZVPD basis

## Properties
maximum force: 0.0945 hartree/bohr
gap between HOMO and LUMO: 0.3691 Eh
SMILES string: NN[P@@](=O)(CO)ON

Cartesian coordinates (Å):
1 P -0.264 0.135 -0.025
2 O -0.842 0.251 -1.385
3 O 1.287 -0.604 -0.242
4 O 0.234 2.784 0.216
5 N -0.949 -0.922 1.053
6 N 1.683 -0.708 -1.585
7 N -1.495 -2.116 0.454
8 C 0.026 1.650 0.973
9 H 2.160 0.230 -1.718
10 H 0.952 2.608 -0.280
11 H -0.711 -2.684 -0.007
12 H 0.871 1.370 1.569
13 H 0.771 -0.681 -2.204
14 H -0.508 -1.280 1.888
15 H -0.943 1.862 1.359
16 H -2.270 -1.896 -0.066

# 6
CH8N5 | the ωB97M-V functional and the def2-TZVPD basis

## Properties
total charge: +1
maximum force: 0.1081 hartree/bohr
gap between HOMO and LUMO: 0.3611 Eh

Cartesian coordinates (Å):
1 N 1.098 -1.280 1.136
2 N -0.062 0.665 -1.436
3 N -0.487 1.540 -0.619
4 N -0.856 2.772 -0.898
5 N -0.204 -1.269 0.683
6 C -0.569 -1.578 -0.477
7 H 1.353 -0.679 1.952
8 H 1.830 -1.436 0.462
9 H -0.936 -1.121 1.440
10 H -0.985 3.189 -1.731
11 H -1.745 -1.765 -0.679
12 H -0.121 0.817 -2.411
13 H -0.013 -1.846 -1.379
14 H -0.972 3.412 -0.036

# 7
CH8NO2 | the ωB97M-V functional and the def2-TZVPD basis

## Properties
total charge: +1
maximum force: 0.0600 hartree/bohr
gap between HOMO and LUMO: 0.3905 Eh

Cartesian coordinates (Å):
1 O -3.352 0.050 -0.244
2 O 2.803 -1.060 -0.198
3 N -0.170 0.313 0.538
4 C 0.910 0.873 0.252
5 H -1.061 0.272 -0.016
6 H 1.115 1.580 -0.513
7 H -0.037 -0.424 1.192
8 H 2.242 -1.221 -0.982
9 H -3.873 -0.740 -0.162
10 H 3.593 -0.975 -0.662
11 H -3.952 0.748 -0.024
12 H 1.781 0.584 0.819

# 8
CH8NO2 | the ωB97M-V functional and the def2-TZVPD basis

## Properties
total charge: +1
maximum force: 0.0516 hartree/bohr
gap between HOMO and LUMO: 0.3925 Eh

Cartesian coordinates (Å):
1 O -2.636 0.901 0.229
2 O 2.728 0.754 -0.170
3 N -0.662 -1.138 -0.133
4 C 0.608 -1.007 0.027
5 H -1.047 -1.799 -0.792
6 H 3.656 0.625 0.114
7 H -2.972 1.661 -0.214
8 H -2.931 0.752 1.150
9 H 0.925 -0.249 0.794
10 H 1.401 -1.483 -0.624
11 H 2.561 1.680 -0.277
12 H -1.346 -0.423 0.146

# 9
CH8NO2 | the ωB97M-V functional and the def2-TZVPD basis

## Properties
total charge: +2
multiplicity: 2
maximum force: 0.0289 hartree/bohr
gap between HOMO and LUMO (alpha / beta): 0.5275 / 0.1517 Eh

Cartesian coordinates (Å):
1 O 1.507 -0.246 -0.748
2 O -1.874 -1.399 0.062
3 N 0.173 0.640 0.867
4 C 0.994 0.970 -0.357
5 H 1.935 1.547 -0.143
6 H -2.644 -1.536 -0.532
7 H 0.383 1.452 -1.133
8 H 1.423 -0.664 -1.635
9 H -0.004 1.352 1.592
10 H -0.754 0.418 0.444
11 H 0.413 -0.240 1.337
12 H -1.553 -2.295 0.246

The evaluated electronic energy for the records listed, in turn: -7678.58308 -19022.28712 -19022.37117 -19022.24732 -21066.24023 -8606.44778 -6744.26120 -6744.53462 -6728.55489 eV.